Here is C30H54N4OS2 as an isolated structure at a distorted geometry from the Open Molecules 2025 dataset. Energies are from ωB97M-V with the def2-TZVPD basis set.

Values from the calculation:
electronic energy	-61663.997	eV
HOMO level	-8.91	eV
strongest force on any atom	1.07	eV/A
total charge	0
frontier orbital gap	8.4	eV

Each line ends with the Löwdin charge.
Element x y z (Å)
S -3.71123 1.03547 5.39122  0.99
S -2.25232 -4.25140 0.03566  1.01
O -2.97017 2.66293 3.40581  0.03
N -1.47026 1.09263 3.83156  0.07
N -3.65668 -3.55150 0.34918  -0.23
N -1.31321 -2.99621 -0.21167  -0.22
N -0.98640 1.90419 2.80341  0.08
C -5.11932 0.42899 3.04666  -0.24
C 4.11777 1.99718 -0.61764  -0.22
C -2.09159 -1.90751 -0.05274  -0.36
C -4.00627 0.10581 0.35125  -0.23
C 2.25605 6.40788 -3.33669  -0.23
C -0.09957 -8.96505 1.44437  -0.23
C -4.38455 -1.20739 0.46542  0.03
C 5.09821 2.41484 0.47626  -0.27
C 3.07906 5.74176 -4.43750  -0.27
C -2.61923 1.58002 4.16088  -0.72
C -1.69860 -0.55385 -0.17145  0.01
C -1.89793 2.78492 2.58800  -0.19
C 0.10191 5.06980 -3.80278  -0.27
C 0.95564 -10.51884 -0.28536  -0.11
C 1.94712 0.44032 1.02443  -0.10
C 2.67247 2.44071 -0.38916  -0.23
C -5.73472 1.25468 1.90832  -0.17
C 0.64416 -6.82069 0.21815  -0.28
C -4.94638 1.25535 0.57047  -0.14
C -3.42759 -2.22958 0.25953  -0.36
C -0.64292 6.20634 -4.49794  -0.11
C 1.06720 -6.05819 1.46915  -0.11
C -2.65505 0.40718 0.02533  -0.03
C -0.46303 -7.83968 0.47435  -0.24
C 3.80272 4.48128 -3.97183  -0.11
C 2.04395 1.95850 0.91777  -0.27
C 5.22251 3.92834 0.63068  -0.11
C -5.24130 1.14297 4.41468  -0.45
C 1.12382 -9.78787 1.04395  -0.27
C 1.12190 5.55073 -2.77217  -0.23
H 4.27397 4.38340 0.91989  0.06
H 2.61593 3.53332 -0.42565  0.09
H 2.01076 -9.15019 1.00127  0.10
H -0.96130 -9.63335 1.53808  0.11
H 1.83449 -5.32169 1.22732  0.07
H -0.62584 4.42974 -3.29629  0.10
H 2.93114 -0.03128 1.00503  0.07
H 1.51547 -7.30872 -0.22677  0.10
H 4.47323 4.70575 -3.13931  0.07
H 1.36023 0.02928 0.19960  0.05
H 1.47741 -6.72256 2.23112  0.07
H 0.03543 6.84919 -5.06039  0.06
H 5.95493 4.18054 1.39886  0.07
H -5.39690 -1.48125 0.72138  0.13
H -1.17048 6.82637 -3.77009  0.07
H -0.77407 -8.26932 -0.48243  0.10
H 1.84763 7.34797 -3.71834  0.10
H 2.06484 2.08198 -1.22777  0.11
H 3.81974 6.46069 -4.79730  0.10
H -1.38000 5.81400 -5.19997  0.07
H 1.54228 4.68145 -2.25869  0.08
H 1.45954 0.15258 1.95630  0.07
H 4.15196 0.90977 -0.72819  0.10
H -6.01599 0.70892 5.03290  0.07
H -5.66244 -0.50339 3.12857  0.11
H -1.34170 -7.31691 0.86604  0.09
H -4.40228 2.18951 0.50040  0.10
H -5.66034 1.27047 -0.25016  0.12
H 4.45859 2.40601 -1.57474  0.10
H -6.75752 0.93554 1.73513  0.11
H -5.80755 2.28998 2.22502  0.10
H 1.83966 -11.11613 -0.51289  0.07
H 5.54694 4.38775 -0.30570  0.07
H 1.03777 2.37523 0.99592  0.08
H -0.68159 -0.29306 -0.39892  0.09
H 0.80823 -9.82329 -1.11272  0.06
H 2.44453 5.50548 -5.29597  0.10
H 4.80988 1.97118 1.43277  0.10
H -2.37363 1.44717 -0.05471  0.10
H 0.21897 -5.52525 1.90446  0.06
H 2.92373 6.68346 -2.51423  0.11
H 0.58962 4.44014 -4.55160  0.10
H 1.31731 -10.52361 1.82896  0.10
H 0.28790 -6.10218 -0.52594  0.09
H 6.08176 2.00323 0.23477  0.10
H 2.59959 2.35009 1.77403  0.10
H 3.10194 3.71098 -3.64477  0.06
H -1.92433 3.58105 1.87037  0.13
H -4.06993 0.22657 2.88465  0.08
H 0.06530 -8.54822 2.44176  0.10
H 0.09617 -11.19142 -0.25152  0.07
H 0.60206 6.13055 -2.00237  0.11
H -5.45986 2.19731 4.29453  0.06
H 4.40063 4.06008 -4.78124  0.07